C30H44N4O4PV as an isolated structure, computed with the ωB97M-V functional and the def2-TZVPD basis.

Structure (XYZ):
```
84
Properties=species:S:1:pos:R:3
V 0.188 0.437 0.289
C 0.505 0.062 2.541
C 0.961 -1.106 1.860
C -0.187 -1.675 1.207
C -1.293 -0.824 1.519
C -0.883 0.202 2.390
C -1.781 1.095 3.224
C -1.990 0.319 4.541
C -1.125 2.431 3.569
C -3.151 1.320 2.586
C -0.410 -2.995 0.463
C 0.270 -3.060 -0.907
C 0.025 -4.169 1.356
C -1.910 -3.202 0.220
C 2.402 -1.569 2.153
C 2.338 -2.314 3.503
C 3.119 -2.469 1.143
C 3.313 -0.348 2.369
H 1.126 0.694 3.153
H -2.306 -0.975 1.185
H -1.042 0.151 5.056
H -2.450 -0.653 4.356
H -2.645 0.887 5.206
H -0.160 2.288 4.060
H -1.764 2.979 4.265
H -0.986 3.068 2.698
H -3.660 0.369 2.410
H -3.078 1.861 1.646
H -3.776 1.894 3.274
H 1.313 -2.773 -0.893
H -0.235 -2.389 -1.606
H 0.184 -4.074 -1.309
H 1.099 -4.222 1.499
H -0.295 -5.112 0.905
H -0.441 -4.091 2.341
H -2.357 -2.380 -0.340
H -2.460 -3.306 1.156
H -2.057 -4.116 -0.358
H 1.761 -3.234 3.436
H 1.883 -1.687 4.272
H 3.349 -2.573 3.828
H 2.604 -3.407 0.964
H 4.094 -2.722 1.566
H 3.286 -1.973 0.190
H 3.056 0.210 3.270
H 3.289 0.338 1.522
H 4.343 -0.688 2.486
O 3.915 0.280 -1.456
C 2.838 0.569 -0.975
O 1.884 -0.238 -0.640
C 2.458 2.020 -0.748
C 3.176 3.128 -1.168
C 2.596 4.381 -1.005
C 1.312 4.497 -0.484
C 0.660 3.338 -0.097
N 1.257 2.159 -0.204
C -0.807 3.218 0.271
O -1.485 4.212 0.438
O -1.190 1.984 0.310
H 4.146 2.981 -1.621
H 3.130 5.266 -1.326
H 0.798 5.443 -0.397
C -0.436 1.373 -5.023
N -1.523 1.899 -4.199
C -2.694 1.044 -4.378
N -2.448 -0.368 -4.090
C -1.326 -0.823 -4.912
N -0.111 -0.027 -4.759
C 0.477 -0.191 -3.427
P -0.683 0.328 -2.089
C -1.138 1.977 -2.790
C -2.181 -0.588 -2.668
H 0.458 1.982 -4.870
H -0.739 1.459 -6.069
H -3.011 1.123 -5.421
H -3.503 1.405 -3.741
H -1.635 -0.769 -5.958
H -1.105 -1.865 -4.670
H 1.391 0.405 -3.360
H 0.782 -1.228 -3.274
H -0.288 2.658 -2.686
H -1.958 2.397 -2.202
H -3.044 -0.272 -2.075
H -2.044 -1.657 -2.495
```

Properties
* expectation value of S²: 2.0276
* total energy: -80955.090 eV
* spin multiplicity: 3
* HOMO-LUMO gap (alpha / beta): 0.314 / 0.296 Eh
* ΔE to the lowest compared entry with this formula, charge and spin: 0.00 kcal per mole
* maximum force: 0.0099 Eh/bohr
* HOMO energy (alpha / beta): -8.60 / -8.50 eV

C30H44N4OsP2Si as an isolated structure in a non-equilibrium geometry, computed with the ωB97M-V functional and the def2-TZVPD basis.

Structure (XYZ):
```
82
Properties=species:S:1:pos:R:3
Os 0.081 1.183 -0.863
C -1.360 1.728 -2.724
C -0.841 0.424 -2.909
C 0.398 0.051 -3.655
C 1.374 1.199 -3.553
C 1.511 1.718 -2.080
C 0.975 2.937 -1.494
C -0.121 3.804 -1.980
C -0.922 3.121 -3.123
C 1.117 1.919 0.903
H -2.457 1.688 -2.728
H -1.561 -0.400 -2.778
H 0.132 -0.221 -4.693
H 0.811 -0.885 -3.249
H 2.361 0.839 -3.909
H 0.998 1.985 -4.218
H 2.581 1.665 -1.816
H 1.638 3.337 -0.740
H 0.211 4.838 -2.189
H -0.854 3.865 -1.130
H -1.880 3.681 -3.224
H -0.366 3.224 -4.073
H 0.745 2.914 1.212
H 2.080 2.106 0.413
H 1.354 1.358 1.811
P 2.066 -1.008 0.117
P -1.367 -0.615 0.040
N 3.686 -0.683 -0.591
N 2.626 -1.844 1.488
N -3.177 0.053 -0.725
N -2.435 -2.006 1.023
C 1.165 -2.161 -0.929
C -0.409 -2.031 -0.833
C 4.388 0.530 -0.538
C 5.680 0.321 -0.983
C 5.810 -1.083 -1.278
C 4.578 -1.695 -1.008
C 3.529 -1.244 2.404
C 4.127 -2.238 3.174
C 3.499 -3.479 2.802
C 2.583 -3.205 1.783
C -3.438 1.403 -0.574
C -4.603 1.774 -1.263
C -5.175 0.585 -1.759
C -4.282 -0.460 -1.420
C -3.803 -2.171 1.178
C -4.074 -3.259 2.017
C -2.807 -3.792 2.397
C -1.830 -3.004 1.775
H 1.456 -3.204 -0.739
H 1.456 -1.944 -1.978
H -0.787 -2.057 -1.872
H -0.825 -2.925 -0.340
H 3.932 1.447 -0.184
H 6.420 1.087 -1.118
H 6.714 -1.564 -1.618
H 4.271 -2.728 -0.999
H 3.648 -0.188 2.421
H 4.974 -2.145 3.831
H 3.731 -4.464 3.179
H 1.885 -3.813 1.246
H -2.771 2.082 -0.084
H -4.947 2.797 -1.347
H -6.183 0.510 -2.218
H -4.475 -1.520 -1.534
H -4.521 -1.513 0.713
H -5.059 -3.616 2.307
H -2.607 -4.636 3.036
H -0.755 -3.109 1.782
C -0.371 -0.223 3.377
Si -1.327 1.030 2.396
C -3.202 0.897 2.486
C -0.962 2.708 3.179
H -0.831 -1.214 3.281
H -0.415 0.080 4.437
H 0.684 -0.301 3.078
H -3.456 1.245 3.505
H -3.727 1.538 1.765
H -3.562 -0.134 2.375
H -1.793 2.881 3.890
H -0.027 2.681 3.767
H -0.911 3.553 2.473
```

Properties
* expectation value of S²: 6.0282
* total energy: -66682.006 eV
* total charge: +2
* spin multiplicity: 5
* HOMO-LUMO gap (alpha / beta): 0.220 / 0.145 Eh
* maximum force: 0.0819 Eh/bohr
* HOMO energy (alpha / beta): -12.87 / -12.97 eV

A 3-piece molecular cluster, C30H45BF10N3O13 overall in a non-equilibrium geometry, computed with the ωB97M-V functional and the def2-TZVPD basis.

Structure (XYZ):
```
102
Properties=species:S:1:pos:R:3
C 5.739 -5.547 1.548
C 4.641 -4.920 1.947
C 3.327 -4.376 2.742
C 2.176 -4.030 1.658
C 2.677 -2.785 0.703
N 1.615 -1.729 0.649
C 1.355 -1.213 -0.711
N 0.262 -1.664 -1.393
C 0.025 -1.097 -2.757
C -0.696 0.367 -2.572
O -1.952 0.254 -1.805
C -2.712 1.479 -1.969
C -3.209 2.156 -0.598
F -2.346 3.312 -0.333
F -4.549 2.721 -0.730
C -3.109 1.223 0.713
F -3.529 2.066 1.836
F -1.741 0.835 1.048
C -4.119 -0.046 0.728
F -3.261 -1.229 0.838
F -5.005 -0.109 -0.400
C -5.060 -0.100 2.071
F -5.902 -1.296 1.963
F -4.267 -0.317 3.275
C -0.583 -2.670 -0.681
C -1.992 -3.011 -1.399
F 0.174 -3.937 -0.702
N 2.228 -0.189 -1.291
C 3.136 0.482 -0.337
C 4.593 -0.169 -0.113
C 5.047 -1.290 -1.161
O 5.495 -2.400 -0.675
O 5.061 -1.173 -2.591
C 5.388 -2.446 -3.229
C 4.392 -3.717 -3.309
O 6.555 -2.617 -3.737
C 3.407 2.017 -0.873
C 2.122 2.700 -1.556
F 3.899 2.888 0.198
C 2.484 0.690 1.157
C 1.765 -0.658 1.676
O 2.392 -1.113 2.927
B 1.657 -0.475 4.004
O 1.709 0.980 4.231
O 0.786 -1.214 4.918
H 6.763 -5.955 1.191
H 2.920 -5.210 3.422
H 3.616 -3.408 3.288
H 1.135 -3.810 2.140
H 2.006 -4.937 0.959
H 2.840 -3.160 -0.390
H 3.687 -2.456 1.139
H -0.710 -1.706 -3.412
H 0.990 -1.009 -3.408
H -0.858 0.783 -3.638
H 0.008 0.999 -1.919
H -1.992 2.250 -2.471
H -3.604 1.383 -2.713
H -5.780 0.790 2.154
H -0.863 -2.361 0.408
H -1.855 -3.506 -2.448
H -2.481 -3.847 -0.746
H -2.743 -2.143 -1.412
H 2.650 -0.452 -2.193
H 5.386 0.689 -0.181
H 4.655 -0.527 0.996
H 3.997 -3.876 -2.220
H 3.463 -3.553 -3.964
H 4.992 -4.671 -3.559
H 4.286 1.941 -1.634
H 1.153 2.646 -0.939
H 2.365 3.815 -1.803
H 1.979 2.173 -2.588
H 3.258 1.129 1.907
H 1.642 1.484 0.996
H 0.679 -0.347 1.985
H 2.643 1.276 4.350
H 0.223 -0.512 5.354
C -9.472 0.680 6.900
O -9.005 -0.615 6.528
C -8.780 -0.764 5.209
O -8.940 0.084 4.360
O -8.346 -2.021 4.998
C -8.067 -2.322 3.632
H -9.619 0.685 7.982
H -8.733 1.444 6.649
H -10.431 0.896 6.422
H -7.273 -1.678 3.250
H -8.970 -2.226 3.024
H -7.725 -3.358 3.579
C 4.442 5.526 -5.215
O 3.629 6.695 -5.288
C 2.401 6.550 -4.755
O 1.961 5.543 -4.244
O 1.747 7.718 -4.891
C 0.420 7.712 -4.366
H 5.405 5.759 -5.672
H 4.615 5.241 -4.174
H 3.986 4.704 -5.771
H 0.432 7.515 -3.291
H -0.197 6.978 -4.889
H -0.009 8.702 -4.530
```

Properties
* total energy: -90763.879 eV
* total charge: +1
* HOMO-LUMO gap: 0.272 Eh
* maximum force: 0.1390 Eh/bohr
* HOMO energy: -11.52 eV